[1]
The following is a DFT calculation (wB97M-V/def2-TZVPD) of a single C25H30N4O3 molecule.

Last column: Mulliken charge in e.
Element x y z (Å)
C: 2.16995 0.53973 -4.59228  -1.72
C: 3.27465 0.62634 -3.53559  0.21
C: 2.85679 1.66518 -2.48584  -0.40
C: 3.90324 1.82344 -1.39189  -0.98
C: 4.17070 0.45945 -0.77347  -0.47
C: 4.56154 -0.52554 -1.86676  -1.11
N: 3.50849 -0.65575 -2.86721  1.00
C: 3.80228 -1.75339 -3.77705  -0.83
C: 3.60802 -3.11476 -3.08602  -1.08
N: 2.42896 -3.07578 -2.25636  -0.13
C: 2.50004 -3.11414 -0.90606  0.18
O: 3.46975 -3.51215 -0.29364  -0.65
C: 1.25790 -2.63194 -0.22190  0.77
C: 0.73186 -3.34071 0.85857  -0.70
C: -0.38307 -2.86670 1.51343  -0.99
C: -0.97564 -1.66737 1.11732  0.74
C: -2.15811 -1.15729 1.81966  0.67
O: -2.68957 -1.72457 2.74909  -0.69
N: -2.65830 0.04811 1.33979  0.15
C: -3.82647 0.60315 2.01040  -1.15
C: -3.41957 1.47875 3.20146  -0.73
C: -4.64859 2.00613 3.88408  0.24
C: -5.27561 1.26091 4.87421  -0.30
C: -6.42703 1.72834 5.48222  -0.59
C: -6.96663 2.94601 5.10375  -0.40
C: -6.35074 3.69231 4.11365  -0.58
C: -5.19946 3.22325 3.50600  -0.30
C: -2.11465 0.79689 0.31492  0.46
O: -2.56752 1.85889 -0.04371  -0.68
N: -1.01301 0.25077 -0.29720  -0.03
C: -0.42784 -0.94181 0.05428  0.16
C: 0.68606 -1.43355 -0.62062  -0.65
H: 2.51183 0.06734 -5.50926  0.41
H: 1.83821 1.54333 -4.84735  0.49
H: 1.31740 -0.01389 -4.20437  0.23
H: 4.20357 0.98051 -4.02443  0.38
H: 2.68793 2.62213 -2.98308  0.46
H: 1.91376 1.34671 -2.03621  -0.15
H: 3.55533 2.53058 -0.63683  0.42
H: 4.82651 2.21747 -1.82338  0.33
H: 4.97417 0.51663 -0.03821  0.35
H: 3.27437 0.09581 -0.26769  0.17
H: 4.73301 -1.50130 -1.41372  0.47
H: 5.50599 -0.19474 -2.33730  0.43
H: 3.10293 -1.70614 -4.61104  0.37
H: 4.82582 -1.69652 -4.18555  0.26
H: 3.51100 -3.89533 -3.84752  0.38
H: 4.44472 -3.37145 -2.43435  0.48
H: 1.60987 -2.66871 -2.67988  0.24
H: 1.21203 -4.25628 1.16506  0.51
H: -0.82083 -3.39764 2.34455  0.50
H: -4.43527 -0.23441 2.35602  0.40
H: -4.38024 1.19665 1.28118  0.45
H: -2.83232 0.87379 3.89524  0.38
H: -2.80335 2.30322 2.83739  0.38
H: -4.85515 0.31041 5.16975  0.40
H: -6.90447 1.14184 6.25365  0.37
H: -7.86452 3.31242 5.57940  0.37
H: -6.76838 4.64259 3.81419  0.37
H: -4.72055 3.80610 2.73229  0.39
H: -0.61629 0.79923 -1.04858  0.20
H: 1.12448 -0.86257 -1.42720  0.16

Results
Molar mass = 434.54 g mol⁻¹
Multiplicity = 1
Charge = 0
SMILES = C[C@H]1CCCCN1CCNC(=O)c1ccc2c(=O)n(CCc3ccccc3)c(=O)[nH]c2c1

=====

[2]
The following is a DFT calculation (wB97M-V/def2-TZVPD) of a molecular structure, C25H31AlF9O2S4Sb in a non-equilibrium geometry.

Last column: Mulliken charge in e.
Element x y z (Å)
Al: 12.53052 8.91514 8.36566  -1.73
C: 16.40325 6.96950 10.02921  -0.66
C: 16.31172 7.49393 8.61797  -0.65
S: 15.14475 8.78662 8.17088  0.49
C: 15.49172 10.13205 9.33903  -0.68
C: 14.83216 10.00869 10.70238  -0.83
S: 13.11076 9.40222 10.65508  -0.01
C: 13.27369 7.75432 11.40820  -0.84
C: 13.53765 6.58600 10.46632  0.86
S: 15.14121 5.80403 10.53136  -0.11
H: 16.50927 7.76903 10.75749  0.26
H: 17.32154 6.36904 10.09483  0.46
H: 16.10400 6.67558 7.92087  0.20
H: 17.29075 7.90283 8.32431  0.60
H: 15.11606 11.01300 8.85460  0.04
H: 16.57767 10.25482 9.41928  0.72
H: 14.73309 10.99906 11.15516  0.59
H: 15.38087 9.38463 11.40493  0.39
H: 12.30351 7.60600 11.89263  0.46
H: 14.01895 7.82826 12.19145  0.56
H: 13.29678 6.87128 9.42025  -1.18
H: 12.86383 5.76028 10.69730  0.36
F: 11.78400 11.40799 4.07603  -0.27
C: 12.47740 10.62532 4.92944  0.27
F: 13.69593 10.42180 4.40622  -0.27
F: 11.84429 9.40694 4.99582  0.01
C: 12.58991 11.25215 6.37595  0.87
O: 12.87020 10.26465 7.30298  0.44
C: 11.28534 12.05315 6.77125  0.59
F: 11.33397 13.35047 6.43094  -0.27
F: 10.19096 11.52465 6.17634  -0.21
F: 11.11670 11.96980 8.12016  -0.23
C: 13.81034 12.22309 6.42830  0.44
F: 13.82952 13.10617 5.41623  -0.25
F: 13.77355 12.89904 7.60720  -0.25
F: 14.94959 11.49880 6.39747  -0.18
C: 14.08856 5.34776 6.43139  -1.28
Sb: 12.30158 6.59352 6.80070  0.75
C: 11.23499 5.19390 8.09341  -1.35
C: 11.21359 6.23566 4.91365  -1.17
H: 13.81593 4.50792 5.79521  0.48
H: 14.48374 5.00444 7.38120  0.37
H: 14.79772 5.98784 5.90165  0.40
H: 10.38675 4.80874 7.53155  0.48
H: 10.84895 5.70635 8.96759  0.23
H: 11.91718 4.40856 8.40528  0.59
H: 10.17641 5.98150 5.12734  0.38
H: 11.68476 5.40191 4.39068  0.48
H: 11.27333 7.11953 4.29577  0.29
O: 10.80162 8.69914 8.73391  1.39
S: 9.33380 9.28710 9.07120  -0.20
C: 8.46828 7.76251 9.54760  0.70
C: 8.13909 7.63690 10.89109  -0.60
C: 7.40078 6.54779 11.32103  -0.69
C: 7.03424 5.56859 10.41857  -0.44
C: 7.41727 5.65143 9.09567  -0.85
C: 8.14973 6.75079 8.65776  -0.21
C: 8.57528 9.43773 7.43173  0.77
C: 9.13644 8.90118 6.28655  0.69
C: 8.46486 9.05714 5.07689  -0.80
C: 7.24415 9.70218 5.03905  -0.79
C: 6.71858 10.26411 6.18282  -0.79
C: 7.36994 10.09889 7.40013  -0.84
H: 8.42560 8.41696 11.59893  0.45
H: 7.08926 6.48921 12.36845  0.42
H: 6.48114 4.70581 10.79668  0.41
H: 7.12384 4.85949 8.38614  0.43
H: 8.49529 6.80846 7.61810  0.66
H: 10.12073 8.42983 6.31255  -0.20
H: 8.92547 8.68910 4.16155  0.48
H: 6.71957 9.80879 4.08806  0.41
H: 5.81509 10.85953 6.13044  0.46
H: 6.91881 10.47065 8.31516  0.47

Results
Molar mass = 811.51 g mol⁻¹
Multiplicity = 1
Charge = +2

=====

[3]
The following is a DFT calculation (wB97M-V/def2-TZVPD) of a molecular structure, C25H31ClN2OZr in a non-equilibrium geometry.

Last column: Mulliken charge in e.
Element x y z (Å)
C: 0.09444 0.41826 -7.04649  0.95
C: 1.46675 0.97530 -7.43702  -1.37
C: -0.12574 -0.91343 -7.77064  -1.38
C: -0.99018 1.40870 -7.48001  -1.37
Cl: 0.01092 0.16931 -5.18258  -0.18
H: -0.07901 -0.75614 -8.85540  0.37
H: -1.10651 -1.33563 -7.56066  0.38
H: 0.64630 -1.64188 -7.53009  0.38
H: 1.51084 1.12628 -8.52261  0.36
H: 2.27155 0.28714 -7.18574  0.37
H: 1.65675 1.94424 -6.97975  0.38
H: -0.94353 1.56015 -8.56526  0.37
H: -0.85203 2.38599 -7.02185  0.38
H: -1.98925 1.03828 -7.25897  0.37
C: 1.45365 -1.83365 0.49669  -0.43
C: 0.54034 -2.53801 -0.34439  -0.73
C: 0.69296 -2.04310 -1.68510  -0.42
H: -0.04911 -3.40584 -0.03818  0.59
C: 1.69268 -1.00864 -1.67015  -0.57
C: 2.17947 -0.90205 -0.31990  -0.65
H: 3.02251 -0.29768 0.02501  0.55
H: 1.69525 -2.09847 1.53025  0.57
H: 0.26194 -2.48077 -2.58761  0.61
H: 2.07397 -0.48165 -2.55078  0.57
C: -2.49869 0.62111 -0.17610  -0.65
C: -2.38976 -0.56400 0.62423  -0.40
C: -2.14328 -1.66397 -0.24966  -0.46
H: -2.62567 -0.64712 1.68882  0.57
C: -2.07345 -1.15776 -1.59244  -0.51
C: -2.26407 0.26581 -1.54950  -0.58
H: -2.30203 0.93309 -2.41812  0.55
H: -2.78445 1.60346 0.20574  0.50
H: -2.15291 -2.71601 0.04566  0.56
H: -2.03700 -1.75482 -2.50388  0.58
Zr: -0.18916 -0.20328 -0.37666  1.51
C: 1.36596 1.26987 6.06889  -1.14
N: 1.35161 1.33998 4.61815  -0.04
N: 0.44396 0.70752 3.81262  0.61
C: 0.80586 0.89451 2.52362  0.50
O: 0.11826 0.42099 1.51680  -0.63
C: 1.98808 1.65203 2.54234  -1.03
C: 2.31230 1.89187 3.86497  0.49
C: 3.46034 2.59599 4.47482  -1.49
C: -0.67455 -0.03040 4.33822  0.22
C: -1.55684 0.59141 5.22224  -0.11
C: -2.67978 -0.10810 5.67961  -0.71
C: -2.90001 -1.41484 5.23101  -0.47
C: -2.00145 -2.04101 4.36108  -0.67
C: -0.87096 -1.34535 3.92445  -0.38
H: 2.29779 0.81360 6.41738  0.38
H: 0.53740 0.70555 6.47385  0.57
H: 1.33007 2.27748 6.50226  0.34
H: 2.51521 1.94469 1.65436  0.48
H: 3.14605 3.47607 5.06412  0.33
H: 4.05209 1.94234 5.13869  0.36
H: 4.12797 2.95151 3.67488  0.37
H: -1.37899 1.62021 5.53510  0.62
H: -3.37738 0.37529 6.36233  0.42
H: -3.78002 -1.96432 5.57244  0.42
H: -2.17032 -3.05675 4.00396  0.44
H: -0.13716 -1.80332 3.26492  0.33

Results
Molar mass = 502.21 g mol⁻¹
Multiplicity = 1
Charge = +2

=====

no.,orbital gap (eV),HOMO energy (eV),LUMO energy (eV)
1,9.03,-9.0069,0.0
2,8.41,-14.4086,-6.0
3,7.63,-14.8205,-7.2